No. 1
The molecule C16H27NO3S. Source: the OMol25 dataset; level of theory: ωB97M-V with the def2-TZVPD basis set.

max |F|	4.009	eV Å⁻¹
energy relative to the best compared isomer or geometry (same formula, charge and spin)	247.3	kJ/mol
net charge	0

The geometry in XYZ format:
```
48
Properties=species:S:1:pos:R:3:forces:R:3:nbo_charge:R:1
O -2.091984 0.645268 0.098507 -1.46 1.10 2.93 -0.634
S -0.025764 -1.063153 3.604594 -0.50 0.25 -0.97 -0.067
O -1.765833 0.195286 2.314375 -0.79 1.62 -1.39 -0.510
O -3.406760 1.638422 1.762547 1.21 -0.64 -0.94 -0.495
C -2.412386 0.842458 1.282297 0.72 -0.74 -2.24 0.992
C -0.532615 -0.416344 2.146659 1.45 -2.23 3.00 0.423
N 0.277443 -0.541760 1.055255 -0.60 -0.20 -1.05 -0.535
C -4.825322 3.678314 1.306615 0.09 -0.92 -1.76 -0.634
C -4.068916 2.407622 0.690049 0.88 0.42 -1.21 -0.081
C 0.821859 -4.057725 -1.780036 -0.19 -1.70 -0.26 -0.409
C 2.656199 2.474723 -0.957400 -1.45 1.15 -1.33 -0.411
C -0.596859 -3.682883 -1.350975 1.03 2.80 1.06 -0.390
C 1.936198 -3.755260 -0.755127 -1.92 0.63 0.19 -0.392
C 2.776132 2.353606 0.506233 0.41 -1.75 1.87 -0.409
C 1.126121 2.210278 -1.303588 1.26 -0.91 -2.55 -0.387
C -0.709631 -2.179931 -0.809526 2.58 -1.25 0.11 -0.407
C 1.775521 -2.321162 -0.219087 0.34 0.88 0.65 -0.420
C 2.295478 0.972344 1.021693 0.33 0.24 2.68 -0.394
C 0.797518 0.781870 -0.939598 0.95 1.45 0.78 -0.414
C 0.358265 -1.902762 0.336473 -0.69 -1.13 0.09 0.001
C 0.875699 0.712574 0.576120 0.62 -1.81 -1.85 -0.035
H -4.010399 4.391007 1.421333 -0.35 0.32 0.18 0.217
H -5.346036 3.564573 2.258354 0.22 -0.51 -0.12 0.230
H -5.593885 4.085032 0.561812 1.25 -0.62 0.87 0.225
H -3.204340 2.798023 0.005930 -1.65 -0.56 1.22 0.198
H -4.592384 1.645498 0.025590 0.04 1.22 1.12 0.204
H 0.803657 -5.147921 -2.010569 0.11 0.41 0.36 0.207
H 1.033188 -3.667360 -2.771408 0.24 0.70 0.01 0.201
H 2.851218 3.535626 -1.128665 0.24 -0.05 -0.72 0.211
H 3.361617 1.857097 -1.567637 -0.69 0.34 0.56 0.207
H -1.324117 -3.751576 -2.132962 -0.32 -0.43 -0.54 0.212
H -0.888998 -4.243402 -0.505174 -0.46 -1.22 0.77 0.192
H 1.938213 -4.430621 0.108404 -0.34 -0.16 -0.25 0.200
H 2.902810 -3.847177 -1.205253 0.60 -0.01 -0.35 0.213
H 3.750091 2.563020 0.940552 0.51 -0.20 -0.41 0.215
H 2.189822 3.108810 0.992522 -0.80 0.51 0.11 0.195
H 0.909486 2.154421 -2.408720 0.58 1.03 0.76 0.204
H 0.445630 2.900766 -0.862275 -0.30 0.84 0.47 0.193
H -1.686859 -1.969766 -0.532224 -1.87 0.19 1.03 0.211
H -0.550483 -1.532987 -1.628270 0.55 0.85 -1.03 0.192
H 2.480955 -2.266651 0.611026 0.07 0.42 0.09 0.216
H 2.140382 -1.627507 -1.002339 -0.44 -0.18 0.43 0.201
H 2.288165 0.977269 2.187945 0.17 -0.03 -1.84 0.214
H 2.962860 0.161925 0.734159 0.08 -0.02 -0.20 0.204
H 1.610079 0.321856 -1.492011 -0.19 -1.24 0.32 0.198
H -0.167587 0.504034 -1.274295 -0.76 -0.35 -0.44 0.235
H 0.085887 -2.638706 1.161735 0.50 0.88 -0.83 0.218
H 0.350662 1.562932 0.926359 -1.25 0.60 0.61 0.194
```
Forces are in eV/Å.

***

No. 2
A structure of composition C14H19BrF8NaO6S2. Source: the OMol25 dataset; level of theory: ωB97M-V with the def2-TZVPD basis set.

max |F|	7.332	eV Å⁻¹
net charge	+1

The geometry in XYZ format:
```
51
Properties=species:S:1:pos:R:3:forces:R:3:nbo_charge:R:1
C -1.041140 -3.482755 2.898666 0.10 0.41 0.21 -0.659
C 0.182968 -2.471175 2.545771 -2.09 -1.72 -0.94 0.093
O 1.348911 -3.289358 2.347330 -0.73 0.59 -0.03 -0.703
C -0.259081 -1.756962 1.164538 -0.64 0.38 0.58 -0.450
C 0.316364 -0.211821 1.073801 -0.52 -2.87 -0.04 0.319
C -0.626583 0.544766 2.074802 0.25 0.44 1.51 -0.745
S -1.471342 2.125266 1.769562 -5.87 3.15 3.07 1.862
O -2.653629 2.094053 0.847818 3.37 -0.94 0.32 -0.920
O -1.976556 2.598661 3.120216 2.53 -1.63 -2.97 -0.899
O 1.580951 -0.374483 1.769787 -0.57 1.81 -0.81 -0.715
S 2.568766 0.925132 1.918262 2.46 0.30 4.88 1.703
O 2.822422 1.082083 3.398344 -1.12 -0.53 -4.10 -0.847
O 1.759788 2.355470 1.494364 -0.70 -1.79 -1.08 -0.690
C 1.909790 2.397885 0.061422 0.30 1.37 -0.56 -0.125
C 0.750415 1.698057 -0.803249 -0.03 1.38 0.80 -0.360
C 1.041645 2.225567 -2.261607 -0.95 1.08 -2.53 1.024
F 2.399677 2.709392 -2.461290 -1.55 -0.61 0.51 -0.443
F 0.870172 1.386104 -3.335946 0.31 1.02 2.19 -0.301
F 0.269940 3.374625 -2.560495 1.73 -2.41 1.00 -0.316
C 0.428872 0.158399 -0.518493 -1.01 0.30 0.10 -0.117
C -1.098723 -0.173589 -0.986632 -0.83 -0.15 -0.88 -0.445
C -1.758915 0.721014 -2.103728 -1.72 0.26 -0.56 -0.469
C -3.348255 0.365840 -2.083235 0.65 0.14 1.31 -0.438
Br -4.021270 0.307534 -3.947625 0.16 -0.03 1.10 0.012
C 1.514535 -0.729534 -1.281149 3.03 -1.47 1.31 0.636
F 2.706055 -0.002773 -1.656666 -2.54 0.19 0.15 -0.365
F 2.195198 -1.710519 -0.486521 -2.00 1.71 -0.73 -0.309
C 1.129267 -1.626007 -2.517411 1.24 -3.57 -2.31 0.921
F 0.189040 -1.285655 -3.430833 1.27 0.18 1.76 -0.282
F 0.789846 -2.925623 -2.061582 0.13 2.88 -0.60 -0.314
F 2.330259 -1.846856 -3.242218 -2.37 0.77 1.36 -0.317
H -1.600758 -3.808444 1.951182 0.76 0.45 1.40 0.207
H -0.616761 -4.402116 3.406273 -0.50 1.11 -0.53 0.238
H -1.761751 -2.982691 3.637282 0.84 -0.76 -1.21 0.228
H 0.244573 -1.761219 3.422703 0.66 -0.78 -1.20 0.204
H 1.020945 -4.078876 1.864687 0.46 0.65 0.45 0.469
H -1.406836 -1.761028 1.188512 1.70 0.45 -0.12 0.223
H -0.012889 -2.366643 0.245386 0.20 0.51 1.34 0.242
H -0.040483 0.762830 3.045937 -0.65 -0.06 -1.65 0.323
H -1.475566 -0.103455 2.508115 0.96 1.06 -1.17 0.308
H -0.640757 3.172367 1.328360 -0.03 -1.41 0.24 0.055
H 1.846691 3.516733 -0.192903 0.30 -1.64 0.32 0.230
H 2.957763 1.981696 -0.154831 -1.62 0.60 -0.14 0.198
H -0.199385 2.291823 -0.547953 1.30 -1.07 -0.41 0.292
H -1.857300 -0.091710 -0.135147 1.58 0.11 -0.76 0.265
H -1.214016 -1.265648 -1.323162 0.48 1.57 0.45 0.251
H -1.441798 0.547377 -3.172550 0.06 -0.04 1.44 0.245
H -1.730615 1.848399 -1.935302 0.23 -1.52 0.06 0.223
H -3.928406 1.138243 -1.470108 0.81 -1.00 -1.19 0.251
H -3.517996 -0.630052 -1.540937 0.13 1.22 -1.26 0.215
Na 4.525957 2.809676 -2.871546 0.07 -0.09 -0.08 0.996
```
Forces are in eV/Å.

***

| no. | HOMO (eV) | Kohn-Sham gap (eV) |
| --- | --- | --- |
| 1 | -7.9 | 8.0041 |
| 2 | -12.3 | 7.3719 |